(1)
DFT (wB97M-V/def2-TZVPD) results for C3H3CrO3 as an isolated structure at a distorted geometry.

Each line ends with the Mulliken charge.
CARTESIAN COORDINATES (ANGSTROEM)
Cr 0.71208 1.71171 -0.09671  0.63
H 0.32458 3.34699 -0.08525  -0.06
H 2.20747 -1.67829 0.50014  0.35
C 0.27614 -1.05607 -0.15038  -0.22
O -2.46239 -0.87977 -0.31225  -0.45
O -0.50985 0.15554 -0.54430  -0.49
O 2.09369 0.35785 0.16240  -0.72
C 1.58003 -0.82886 0.20096  0.19
C -1.21212 -0.85361 0.12007  0.38
H -3.00963 -0.27548 0.20532  0.39

Properties
gap between HOMO and LUMO (spin up / spin down)	8.1 / 8.3	eV
2S+1	6
E_tot	-37716.15869	eV
HOMO (spin up / spin down)	-0.3018 / -0.3299	Ha

***

(2)
DFT (wB97M-V/def2-TZVPD) results for C3H3CuO2 as an isolated structure at a distorted geometry.

Each line ends with the Mulliken charge.
CARTESIAN COORDINATES (ANGSTROEM)
O -0.26216 -1.31279 0.52993  -0.22
O -1.28718 0.58740 0.12054  -0.47
C 0.95335 -0.79844 0.03857  0.00
C -1.32208 -0.56290 0.54896  0.54
C 1.12201 0.55490 -0.01324  -0.58
H 1.54259 0.96472 -0.93421  0.28
H 1.24664 1.14877 0.89395  0.28
Cu -3.41326 0.94396 -0.56360  0.80
H 1.42009 -1.52562 -0.62091  0.36

Properties
gap between HOMO and LUMO (spin up / spin down)	6.9 / 7.1	eV
2S+1	2
E_tot	-51881.61144	eV
HOMO (spin up / spin down)	-0.4862 / -0.4897	Ha
charge	+1

***

(3)
DFT (wB97M-V/def2-TZVPD) results for C3H3ErO as an isolated structure at a distorted geometry.

Each line ends with the Mulliken charge.
CARTESIAN COORDINATES (ANGSTROEM)
H -1.32517 0.47254 -0.02953  0.35
H 0.07342 -1.91010 -1.53579  0.34
O -0.52512 -0.38318 1.67470  -0.13
C 0.46669 -0.95688 -1.21547  -0.33
H 1.69951 0.87195 -1.71143  0.34
C -0.51124 0.49421 0.73884  -0.07
C 1.07089 0.11980 -1.25678  -0.20
Er -0.94898 1.29166 3.33546  0.69

Properties
gap between HOMO and LUMO (spin up / spin down)	6.8 / 5.4	eV
2S+1	5
E_tot	-32813.43758	eV
HOMO (spin up / spin down)	-0.4284 / -0.4308	Ha
charge	+1

***

(4)
DFT (wB97M-V/def2-TZVPD) results for the molecule C3H3F at a distorted geometry.

Each line ends with the Mulliken charge.
CARTESIAN COORDINATES (ANGSTROEM)
C 1.52422 0.30987 0.17765  -0.61
H -0.28381 1.40387 -0.07282  0.24
F -2.07611 0.04802 0.01593  -0.21
C -0.85047 -0.41185 0.05373  -0.14
H 2.22935 -0.34416 -0.15723  0.30
C 0.19375 0.41902 -0.04708  0.00
H -0.73693 -1.42476 0.02982  0.41

Properties
gap between HOMO and LUMO (spin up / spin down)	7.6 / 8.2	eV
2S+1	1
E_tot	-5871.88357	eV
HOMO (spin up / spin down)	-0.2944 / -0.3242	Ha

***

(5)
DFT (wB97M-V/def2-TZVPD) results for the molecule C3H3F at a distorted geometry.

Each line ends with the Mulliken charge.
CARTESIAN COORDINATES (ANGSTROEM)
F 2.97832 -0.06168 -0.01219  -0.26
H -1.48625 -0.84621 0.54774  0.26
H -1.49439 0.05085 -0.95189  0.29
C 1.67825 -0.01182 -0.02235  0.66
H -1.23520 0.98516 0.46257  0.21
C 0.48559 -0.02711 0.00923  0.01
C -0.92631 -0.08918 -0.03311  -1.16

Properties
gap between HOMO and LUMO	10.7	eV
2S+1	1
E_tot	-5873.84721	eV
SMILES	CC#CF
HOMO	-0.3593	Ha

***

(6)
DFT (wB97M-V/def2-TZVPD) results for C3H3F2I2O3S as an isolated structure at a distorted geometry.

Each line ends with the Mulliken charge.
CARTESIAN COORDINATES (ANGSTROEM)
O 1.90177 -1.06347 -0.71406  -0.66
I -2.12432 2.24721 -0.56607  0.07
O 0.39933 -1.86132 1.05473  -0.62
I -1.57516 -0.03288 2.17399  0.11
H 1.18468 1.63176 -0.17517  0.35
F -0.16375 0.21661 -1.91352  -0.23
H 0.64685 2.06743 1.47499  0.48
H 1.28804 0.61974 1.25392  0.38
F -1.76730 -0.90287 -1.25463  -0.26
S 0.63364 -1.73566 -0.39116  1.20
C 0.57012 1.37746 0.71203  -1.26
C -0.55349 -0.53889 -0.90489  0.53
C -0.79018 0.88543 0.42253  -0.42
O 0.34977 -2.91055 -1.17268  -0.67

Properties
gap between HOMO and LUMO	8.0	eV
2S+1	1
E_tot	-41773.98277	eV
HOMO	-0.2039	Ha
charge	-1

***

(7)
DFT (wB97M-V/def2-TZVPD) results for C3H3F2NO as an isolated structure at a distorted geometry.

Each line ends with the Mulliken charge.
CARTESIAN COORDINATES (ANGSTROEM)
O 0.20696 -1.84950 -1.13102  -0.53
C -0.90817 -1.33047 -0.65831  0.17
H -1.88475 0.43959 -0.01580  0.28
C 0.08557 0.90686 0.07912  -0.19
H -2.07331 -1.96461 -0.32729  0.21
F 2.08137 1.69763 0.91768  -0.22
C 1.38721 0.65830 0.44555  0.38
N -0.88007 0.00393 -0.26372  -0.14
F 2.20545 -0.50664 0.50318  -0.19
H -0.22027 1.94492 0.45061  0.25

Properties
gap between HOMO and LUMO	9.3	eV
2S+1	1
E_tot	-12128.99622	eV
HOMO	-0.3307	Ha

***

(8)
DFT (wB97M-V/def2-TZVPD) results for the molecule C3H3F2NO at a distorted geometry.

Each line ends with the Mulliken charge.
CARTESIAN COORDINATES (ANGSTROEM)
F -0.15747 -1.14735 1.90716  -0.24
N -0.83152 0.63729 -1.14355  -0.33
F 1.84007 0.36415 -0.55821  -0.25
H 2.25795 -0.60587 1.12614  0.41
H -1.60309 0.94204 -1.71679  0.20
C -1.04774 -0.05132 0.02771  0.37
O -2.17776 -0.30801 0.42788  -0.58
H 0.13143 0.93150 -1.40423  0.23
C 1.43992 -0.29092 0.53656  -0.17
C 0.14820 -0.47150 0.79734  0.36

Properties
gap between HOMO and LUMO	10.9	eV
2S+1	1
E_tot	-12131.49004	eV
SMILES	NC(=O)/C(F)=C\F
HOMO	-0.3803	Ha

***

(9)
DFT (wB97M-V/def2-TZVPD) results for a 2-piece molecular cluster, C3H3F2O3S overall at a distorted geometry.

Each line ends with the Mulliken charge.
CARTESIAN COORDINATES (ANGSTROEM)
H 0.12460 -0.34102 0.03876  0.29
S -3.43357 -0.25383 0.27648  0.69
C -0.46501 1.74362 -0.14641  0.27
O -2.96334 -1.63851 0.53377  -0.55
C 0.28560 0.62228 -0.53956  0.08
H 1.59856 -0.08595 -1.97493  0.28
C 1.14656 0.79316 -1.54780  -0.77
H 1.16347 1.77132 -1.98416  0.28
O -3.89993 0.52611 1.42686  -0.54
F -1.18795 1.93871 0.95117  -0.19
O -4.21093 -0.09755 -1.01484  -0.58
F -0.03680 2.99848 -0.63253  -0.26

Properties
gap between HOMO and LUMO (spin up / spin down)	5.8 / 8.5	eV
2S+1	1
E_tot	-25570.66030	eV
HOMO (spin up / spin down)	-0.1144 / -0.1833	Ha
charge	-1

***

(10)
DFT (wB97M-V/def2-TZVPD) results for the molecule C3H3F3N2O2 at a distorted geometry.

Each line ends with the Mulliken charge.
CARTESIAN COORDINATES (ANGSTROEM)
F 2.96693 0.14168 -0.67350  -0.26
H 0.85956 -0.39119 -2.63176  0.26
F 2.11899 0.27748 1.27487  -0.25
C 0.64732 -0.09744 -0.61348  0.18
C -0.70102 -0.13611 0.56414  -0.62
O -1.69574 1.85008 0.97866  -0.57
H -0.32617 0.14544 1.56132  0.40
F 1.97515 1.88257 -0.19265  -0.24
O -2.16847 0.80924 -0.82475  -0.52
C 1.88389 0.54367 -0.00982  0.84
H -1.29612 -1.07660 0.49439  0.29
N -1.55784 0.89724 0.21014  0.93
N 0.36680 -0.46372 -1.75249  -0.43

Properties
gap between HOMO and LUMO	10.3	eV
2S+1	1
E_tot	-18382.90025	eV
SMILES	[H]/N=C(/C[N+](=O)[O-])C(F)(F)F
HOMO	-0.3968	Ha